ORCA calculation (ωB97M-V/def2-TZVPD) on a molecular structure, C50H49GeN9OSZr in a non-equilibrium geometry.

Structure (XYZ):
```
112
Properties=species:S:1:pos:R:3
Zr -0.69568 -0.26294 0.18831
O -0.35845 -1.82447 3.78232
C -0.30573 -0.95116 2.91991
N 0.47218 -0.95216 1.80779
C 1.28039 -2.16055 1.62666
C 0.02916 -3.12893 -0.44165
C 0.47200 -4.20062 -1.40979
C 0.20692 -4.12900 -2.71814
C -0.43254 -2.96832 -3.27256
C -0.73963 -1.95266 -2.43982
N -0.62925 -1.97492 -1.07242
C -1.07933 0.33582 3.07976
C -1.63353 0.66445 4.30169
C -2.26739 1.88840 4.43405
C -2.34270 2.72007 3.32613
C -1.79566 2.29218 2.12778
N -1.15438 1.13523 2.00172
H 0.92767 -2.92735 2.30806
H 2.32553 -1.95220 1.86926
H 1.00716 -5.03121 -0.96594
H 0.52311 -4.93373 -3.37295
H -0.61287 -2.87399 -4.33294
H -1.10496 -1.02551 -2.85034
H -1.55014 -0.04845 5.11066
H -2.71920 2.18063 5.37316
H -2.84637 3.67519 3.37958
H -1.87886 2.86871 1.21026
S 0.43789 0.97943 -1.79738
C 2.32180 -1.97211 -1.70403
N 2.68894 -1.85148 -2.87098
N 3.48511 -2.83369 -3.49100
C 3.71778 -4.05691 -2.82685
C 3.38005 -5.26809 -3.42319
C 3.59481 -6.46148 -2.75195
C 4.13155 -6.46135 -1.47251
C 4.49071 -5.25522 -0.88579
C 4.30290 -4.06033 -1.56151
N 2.20337 -1.95679 -0.48683
N 1.29868 -2.67709 0.27194
C -0.88599 -3.79023 0.58845
C -0.39720 -4.72457 1.50271
C -1.24732 -5.33829 2.40480
C -2.60653 -5.04394 2.39956
C -3.10813 -4.16252 1.45795
C -2.25360 -3.55122 0.54567
H 3.13034 -2.94618 -4.42876
H 2.92827 -5.27162 -4.40865
H 3.31567 -7.39561 -3.22269
H 4.26870 -7.39185 -0.93769
H 4.92267 -5.24320 0.10694
H 4.60253 -3.12370 -1.11312
H 0.65810 -4.97015 1.50256
H -0.84971 -6.05264 3.11439
H -3.26644 -5.51852 3.11438
H -4.17080 -3.95395 1.41906
H -2.65760 -2.92959 -0.24342
C 3.31217 2.75867 2.90594
C 1.97826 1.98805 2.73142
N 1.67578 1.83198 1.32107
C 2.81779 1.19897 0.65703
C 4.01639 2.16711 0.62864
N 3.69283 3.30019 1.55982
C 2.56155 4.10790 0.99213
C 1.39259 3.13187 0.71985
H 4.12504 2.11506 3.23902
H 3.22353 3.59863 3.59353
H 1.15818 2.52588 3.21109
H 2.04617 1.00094 3.19042
H 2.51648 0.93478 -0.35390
H 3.06352 0.28414 1.19400
H 4.17364 2.59402 -0.36155
H 4.94303 1.70663 0.96928
H 4.51019 3.89616 1.65995
H 2.91791 4.58972 0.08267
H 2.31398 4.87479 1.72606
H 1.22893 2.97072 -0.34667
H 0.47103 3.52566 1.14369
C -0.99480 1.59020 -0.93654
Ge -2.80478 0.91354 -1.49304
C -3.67871 -0.58326 -2.50732
C -3.45930 -0.68154 -3.88494
C -3.96023 -1.74227 -4.62307
C -4.69218 -2.74068 -3.99393
C -4.93867 -2.65066 -2.63311
C -4.43883 -1.57914 -1.89963
C -3.70985 2.48867 -2.28994
C -3.18738 3.75907 -2.05181
C -3.81002 4.89433 -2.55517
C -4.96365 4.77319 -3.31888
C -5.48811 3.51433 -3.57444
C -4.86430 2.38215 -3.06306
C -3.78672 0.74170 0.25506
C -3.51277 -0.31084 1.13545
C -4.17879 -0.46113 2.34377
C -5.15901 0.45316 2.69655
C -5.45676 1.50644 1.84180
C -4.77657 1.64715 0.63966
H -2.88266 0.08893 -4.38864
H -3.77150 -1.79727 -5.68850
H -5.07159 -3.58014 -4.56283
H -5.52609 -3.41496 -2.13792
H -4.66836 -1.51960 -0.84210
H -2.26874 3.83493 -1.47900
H -3.39203 5.87484 -2.35801
H -5.44908 5.65542 -3.71814
H -6.38509 3.41294 -4.17362
H -5.28300 1.40309 -3.26721
H -2.75562 -1.06009 0.87098
H -3.94011 -1.29265 2.99757
H -5.68898 0.34300 3.63465
H -6.22748 2.21895 2.11160
H -5.01956 2.46900 -0.02415
```

The highest occupied orbital energy is -5.32 eV. The energy above the lowest of the compared OMol25 structures with the same formula, charge and spin is 588.08 kJ/mol. Its total energy is -5024.7185 hartree. The frontier orbital gap is 4.5 eV. As for the largest force on an atom: 4.79 eV/A.

***

ORCA calculation (ωB97M-V/def2-TZVPD) on a molecular structure, C3H3LiNaO3 in a non-equilibrium geometry.

Structure (XYZ):
```
11
Properties=species:S:1:pos:R:3
O -0.96546 0.19670 -0.09424
C 0.19631 0.27884 -1.00870
C 1.23393 -0.48140 -0.31509
O 0.71823 -0.12015 1.24105
C -0.56758 -0.09714 1.15190
O -1.42429 -0.33333 1.99713
Na -3.47252 0.11376 0.93383
H -0.13437 -0.09631 -1.98548
H 2.30558 -0.24947 -0.34269
H 1.26160 -1.56484 -0.45469
Li 0.84857 2.35334 -1.12300
```

The highest occupied orbital energy is -11.06 eV. The energy above the lowest of the compared OMol25 structures with the same formula, charge and spin is 49.56 kJ/mol. Its total energy is -511.4406 hartree. The frontier orbital gap is 7.1 eV. As for the charge: +1. As for the largest force on an atom: 3.07 eV/A.

***

ORCA calculation (ωB97M-V/def2-TZVPD) on a gas-phase ion, C4H11N2S (charge +1) in a non-equilibrium geometry.

Structure (XYZ):
```
18
Properties=species:S:1:pos:R:3
C -0.84712 -0.40252 -0.26339
C 1.85894 -0.63093 0.72686
C 0.90323 1.71275 -0.06382
C 0.93399 0.14651 -0.31776
N -1.72554 0.41884 0.15171
N -0.99643 -1.63346 -0.64003
S -3.39867 0.39385 0.40345
H 1.80991 -0.02567 1.67510
H 1.63949 -1.68950 0.81901
H 2.91826 -0.62013 0.18232
H 0.40253 2.06340 -1.01203
H 1.92987 2.20925 -0.04243
H 0.28666 2.00722 0.77144
H 1.30063 -0.17642 -1.34419
H -1.36737 1.30232 0.34565
H -0.24593 -2.18764 -0.87945
H -1.96187 -2.00371 -0.63389
H -3.44060 -0.88416 0.12145
```

The highest occupied orbital energy (alpha / beta) is -9.79 / -15.62 eV. The energy above the lowest of the compared OMol25 structures with the same formula, charge and spin is 226.71 kJ/mol. Its total energy is -666.2491 hartree. The expectation value of S² is 2.005. The frontier orbital gap (alpha / beta) is 6.7 / 8.5 eV. As for the charge: +1. As for the largest force on an atom: 7.31 eV/A. The spin multiplicity is 3.